Entry 1:
Molecular formula: C29H47ClF8N3O7S
Method: DFT, the ωB97M-V functional and the def2-TZVPD basis

The geometry in XYZ format:
```
96
Properties=species:S:1:pos:R:3:mulliken_charge:R:1
Cl 3.1218 4.7205 -3.2540 -0.14
S 0.6908 -2.5314 -1.4758 1.74
F -1.9087 -0.9030 2.6508 -0.22
F -3.7867 -0.3162 1.7233 -0.25
F -2.2396 -1.0787 -0.2216 -0.27
F 0.1575 -1.2211 0.9497 -0.16
F 0.1406 0.8930 1.4089 -0.30
F -1.6597 3.8900 -0.0236 -0.37
F -2.4001 1.2018 2.4249 -0.18
F -2.1809 1.1008 -0.1941 -0.18
O -2.1828 -4.7209 4.9307 -0.44
O 1.3129 -6.1954 0.8535 -0.37
O -2.4249 3.3551 -4.6576 -0.45
O 0.6983 4.0427 2.3040 -0.25
O 3.9270 2.4721 -2.2708 -0.41
O 1.2244 -3.0055 -2.7158 -0.69
O -0.6458 -2.8334 -1.0848 -0.56
N 1.3520 -0.0695 -2.6907 0.30
N 0.3895 0.2447 -0.7552 0.69
N 3.2023 -1.2662 -3.9111 -0.05
C 1.2967 1.2885 -2.4624 0.32
C 4.3152 -0.3265 -4.1326 -0.82
C -1.5678 -4.9114 6.2070 -0.49
C 0.3311 -6.1338 -0.1812 0.02
C -1.8285 -0.0124 0.4654 0.92
C -1.7330 -2.5843 5.8256 -0.52
C 0.6925 1.5196 -1.2552 0.44
C -0.2068 5.5575 3.8745 -0.62
C 1.8978 -0.6916 -3.9663 -1.62
C 0.1543 -8.2541 0.8310 -0.55
C 1.0961 3.6031 3.6095 -0.48
C 3.0740 3.0109 -2.8703 0.60
C -1.8374 5.5433 -5.3340 -0.63
C -0.8407 -3.6102 6.5241 -0.51
C 0.0647 5.3282 2.3950 -0.34
C 0.9588 4.8121 4.5231 -0.60
C -2.1418 -3.3447 4.5694 0.03
C -1.3312 4.1189 -5.1513 0.13
C 1.8057 2.3494 -3.3983 0.07
C -0.2720 -0.0288 0.5371 -0.52
C 1.3780 -7.5291 1.3775 -0.50
C -2.5097 -0.0014 1.8688 0.50
C -3.4952 4.2295 -4.2686 -0.40
C -0.8545 3.5640 -1.1071 -0.71
C -0.0335 -7.5699 -0.5239 -0.64
C 0.8036 -0.7030 -1.6345 -0.48
C 1.8252 -2.9553 -0.1892 -1.18
C 0.4337 2.8592 -0.6352 -0.19
C -2.8996 5.6309 -4.2364 -0.43
H -0.6060 4.4954 -1.6142 0.37
H -0.5399 -5.5795 0.1858 0.16
H 4.5445 0.3101 -3.2774 0.26
H 1.8897 0.1247 -4.6859 0.50
H -4.2993 4.1538 -5.0054 0.33
H 0.4502 2.8256 0.4513 -0.07
H 0.7586 -5.5880 -1.0266 0.06
H -0.9023 -5.7727 6.1487 0.28
H 2.6192 -2.2173 -0.0853 0.46
H -0.7329 -3.4405 7.5939 0.34
H -2.2959 5.6541 -6.3175 0.29
H 1.1618 -1.4244 -4.2756 0.56
H 4.0861 0.2984 -4.9999 0.33
H -1.0394 -7.6611 -0.9288 0.38
H -0.7119 -8.0729 1.4698 0.25
H -2.4303 5.8214 -3.2680 0.14
H 1.0434 3.1175 -3.5393 -0.91
H 2.3049 -8.0005 1.0370 0.27
H -3.6427 6.4063 -4.4095 0.38
H -3.1209 -3.0509 4.1874 0.23
H 1.8643 5.4202 4.4872 0.26
H 0.1554 -3.6123 6.0763 0.26
H -1.2298 -1.6435 5.6040 0.32
H -0.8394 5.3134 1.7881 0.19
H -0.5188 4.0849 -4.4109 -0.47
H -2.6095 -2.3663 6.4386 0.27
H 1.2820 3.4983 -0.9058 0.67
H -0.9659 3.6658 -6.0741 0.37
H 0.7456 6.0865 1.9945 0.27
H -1.4037 -3.2112 3.7688 -0.02
H -1.1560 5.1011 4.1615 0.28
H -1.0485 6.2878 -5.2406 0.34
H -3.8792 3.9020 -3.3022 0.24
H 3.3411 -1.7208 -3.0176 0.28
H 2.0210 1.9598 -4.3961 0.79
H -2.3433 -5.1232 6.9497 0.28
H -0.2452 6.6143 4.1313 0.36
H 0.3061 -9.3293 0.7583 0.36
H 1.2613 -3.0768 0.7337 0.40
H 5.2038 -0.9067 -4.3825 0.34
H 0.4352 2.7890 3.9267 0.23
H 0.6680 -7.9783 -1.2537 0.28
H 1.3961 -7.4737 2.4655 0.27
H 2.1161 3.2211 3.5532 0.33
H 0.7771 4.5325 5.5591 0.34
H -1.4444 2.9548 -1.7937 0.38
H 2.2099 -3.9269 -0.5121 0.54
```

Summary:
2S+1 = 1
Kohn-Sham gap = 7.481 eV
Total charge = +1
E_HOMO = -11.1 eV
Total energy = -3481.15788 a.u.
Lowest unoccupied orbital energy = -0.132 hartree
Relative energy (zero: lowest compared OMol25 entry of this formula, charge and spin) = 0.0 kJ/mol


Entry 2:
Molecular formula: C2H3LaO2P
Method: DFT, the ωB97M-V functional and the def2-TZVPD basis

The geometry in XYZ format:
```
9
Properties=species:S:1:pos:R:3:mulliken_charge:R:1
La -3.6182 0.0645 1.0895 2.48
P 1.1357 -0.0729 1.2689 0.20
O -1.4563 0.7554 0.0866 -0.67
O 0.9799 -1.3893 0.0355 -0.15
C 0.3303 -0.6699 -0.7883 0.23
C -0.1797 0.5464 -0.1220 -0.14
H 0.0642 -1.0794 -1.7714 0.43
H 2.3676 0.4665 0.8134 0.23
H 0.3765 1.3785 -0.6123 0.40
```

Summary:
2S+1 = 1
Kohn-Sham gap = 5.539 eV
Total charge = +3
E_HOMO = -20.8 eV
Total energy = -600.08897 a.u.
Lowest unoccupied orbital energy = -0.562 hartree
Relative energy (zero: lowest compared OMol25 entry of this formula, charge and spin) = 193.0 kJ/mol


Entry 3:
Molecular formula: C4H29NO9S
Method: DFT, the ωB97M-V functional and the def2-TZVPD basis

The geometry in XYZ format:
```
44
Properties=species:S:1:pos:R:3:mulliken_charge:R:1
S -0.6589 3.6326 -1.1415 -0.22
O -0.4751 -2.0920 -1.3613 -0.47
O -4.2948 -1.5436 -0.2836 -0.70
O 2.3421 -3.7588 -2.3517 -0.63
O -1.3539 -0.0375 3.9891 -0.61
O 0.8724 -0.4939 -3.2551 -0.66
O -1.4843 -0.6994 0.5454 -0.68
O 2.7733 0.4337 -1.5629 -0.61
O -3.8468 0.8384 1.7992 -0.65
O -3.0952 -1.7698 -2.8804 -0.66
N 1.0910 0.7707 1.2261 -0.12
C 0.3010 2.2142 -0.6136 -0.11
C 0.4129 2.0521 0.8864 -0.53
C 2.1943 0.6105 2.2096 -0.67
C 3.5703 0.5044 1.5122 -0.79
H 0.3304 -1.1930 -2.8501 0.30
H -2.2370 -1.3875 -2.6994 0.29
H 1.8776 -0.2457 2.7927 0.36
H -0.7524 -1.9541 -0.4200 0.27
H -0.8998 -2.9343 -1.5726 0.28
H 2.1361 1.5722 2.7289 0.38
H -3.1426 1.1906 2.3444 0.30
H -0.7050 0.6795 3.9228 0.32
H 1.1961 0.2061 0.3938 0.12
H 1.5854 -3.4504 -1.8408 0.31
H 0.2860 0.2704 -3.2818 0.29
H -0.7434 -0.7514 3.7728 0.29
H 3.9847 1.4617 1.2081 0.27
H -3.6445 -1.6704 -2.0822 0.40
H 2.9752 0.6397 -2.4810 0.28
H -3.5101 -1.7113 0.2641 0.31
H -4.0701 -0.0591 2.0489 0.32
H 0.9422 2.8467 1.3872 0.57
H -0.0994 1.2972 -1.0472 -0.34
H -4.4811 -0.7005 0.1642 0.35
H -0.5304 1.9114 1.4042 0.12
H -0.7527 -0.4171 1.1184 0.29
H -1.6126 0.0626 -0.0296 0.36
H 2.0306 -0.1812 -1.6694 0.32
H 0.1722 4.6774 -0.9624 0.14
H 3.2932 0.0451 0.5619 0.12
H 2.4682 -3.0650 -3.0068 0.33
H 1.3189 2.3200 -0.9858 0.38
H 4.2360 -0.1215 2.0989 0.37
```

Summary:
2S+1 = 1
Structure (SMILES) = CCNCCS.O.O.O.O.O.O.O.O.O
Kohn-Sham gap = 9.109 eV
E_HOMO = -9.2 eV
Total energy = -1299.85317 a.u.
Lowest unoccupied orbital energy = -0.004 hartree
Relative energy (zero: lowest compared OMol25 entry of this formula, charge and spin) = 280.7 kJ/mol


Entry 4:
Molecular formula: C5H14O
Method: DFT, the ωB97M-V functional and the def2-TZVPD basis

The geometry in XYZ format:
```
20
Properties=species:S:1:pos:R:3:mulliken_charge:R:1
O 2.0690 0.9667 1.6622 -0.55
C 0.6389 1.3051 1.7105 0.16
C 0.4230 2.7910 1.4102 -1.00
C -1.1346 -1.6290 -1.8230 -0.15
C 0.3863 -1.5672 -2.0111 -1.06
C -1.5165 -1.7238 -0.3121 -1.03
H 1.3738 3.3133 1.4003 0.34
H -0.0163 2.9902 0.4273 0.28
H -0.3330 3.1335 2.0957 0.28
H -1.5022 -2.4695 -2.4002 0.33
H 2.5139 1.6977 2.0790 0.27
H 0.8912 -2.0939 -2.8204 0.31
H 0.7222 -0.5192 -2.1048 0.26
H 0.4420 1.1433 2.7728 0.26
H 0.1532 0.5435 1.1105 -0.04
H -0.6068 -1.7021 0.2893 0.23
H -1.5113 -0.6745 -2.1582 0.22
H -1.7565 -2.7689 -0.0820 0.31
H 1.0235 -1.7499 -1.1312 0.28
H -2.2597 -0.9863 -0.1145 0.30
```

Summary:
2S+1 = 1
Structure (SMILES) = CCC.CCO
Kohn-Sham gap = 11.102 eV
E_HOMO = -10.1 eV
Total energy = -274.08252 a.u.
Lowest unoccupied orbital energy = 0.035 hartree
Relative energy (zero: lowest compared OMol25 entry of this formula, charge and spin) = 156.3 kJ/mol


Entry 5:
Molecular formula: C40H51BrN10O7PRbS
Method: DFT, the ωB97M-V functional and the def2-TZVPD basis

The geometry in XYZ format:
```
112
Properties=species:S:1:pos:R:3:mulliken_charge:R:1
Rb -2.2855 0.2411 0.4649 0.86
Br 0.6739 -7.0495 1.8381 -0.22
S 2.8123 -0.3988 -5.7900 1.12
P -0.0209 0.4345 3.6160 0.28
O 3.3652 -0.3692 -4.4553 -0.56
O 0.1322 -1.3550 0.0039 -0.06
O -1.1754 0.0962 2.7474 -1.04
O -2.0031 -2.7229 0.5198 0.45
O -1.5247 1.2065 -6.5841 -0.65
O -3.4173 1.6135 -5.6246 -0.61
O 3.3593 0.4789 -6.7935 -0.68
N -2.2196 1.4409 -5.6009 0.97
N 0.7384 -0.8179 4.4076 0.13
N 1.2199 1.0927 2.7261 1.06
N 2.7209 -1.1447 -0.0911 -0.10
N -0.2067 1.4260 -4.1528 0.15
N -4.1517 2.5017 0.5179 -0.14
N -0.5105 1.4697 4.8027 0.69
N -1.1646 1.4299 -2.1515 -0.41
N 4.0334 -2.8972 0.2902 0.01
N -4.7563 1.4249 0.6473 -0.31
C 1.6751 -4.5507 0.9527 -0.96
C -0.8461 -3.3815 0.6774 0.25
C -3.5704 4.7795 4.0027 -0.68
C 0.0292 -1.4058 5.5411 -0.89
C -4.7957 3.0492 2.8575 -0.35
C -5.7718 0.9330 -2.8727 -0.46
C 0.8561 2.1738 1.8192 -1.08
C -2.9547 4.1643 1.7642 -0.18
C -4.9118 -0.6556 -0.6062 -0.38
C 1.5683 -3.2208 0.5123 1.28
C -0.0207 1.4023 -2.8099 0.40
C 0.4176 2.0315 5.7623 -1.13
C 2.7562 -2.4189 0.2309 -0.29
C -3.2355 -3.4196 0.7333 -0.67
C 1.3206 1.3451 -2.1712 -0.13
C 4.5808 0.4791 -0.6030 0.01
C -2.7422 4.9339 2.8992 -0.42
C 0.3151 -2.6301 0.3815 -0.02
C 1.3906 -1.8367 3.5897 -0.80
C -0.7295 -4.6906 1.1036 -0.52
C -5.4545 1.5426 -1.6713 -0.62
C -1.5777 1.4727 -4.3287 -0.12
C -5.0329 0.7410 -0.6026 0.43
C 6.2655 -1.7619 -0.1163 -1.12
C -5.2048 -1.1941 -1.8768 -0.45
C 4.0419 -0.7585 -0.2587 -0.04
C 5.9547 0.5775 -0.6976 -0.94
C -1.9110 1.7494 5.0700 -0.91
C 2.6008 1.1824 3.1747 -1.11
C -2.1510 1.4745 -3.0918 -0.04
C 4.8823 -1.8508 -0.0216 0.29
C 6.7845 -0.5277 -0.4578 -0.48
C 1.0701 -0.0652 -5.6493 -0.65
C 2.8729 -2.0732 -6.3882 -0.50
C -4.5932 3.8382 3.9786 -0.47
C 0.8687 1.3633 -5.1318 -1.42
C 4.3100 -2.4744 -6.6853 -1.23
C -3.9734 3.2201 1.7481 0.08
C -5.6315 -0.4509 -2.9723 -0.58
C 0.5382 -5.2582 1.2395 -0.69
H -5.5898 2.3162 2.8151 0.47
H 1.1767 1.2150 -1.1016 -0.55
H 4.9261 -2.4057 -5.7894 0.31
H -6.1191 1.5192 -3.7143 0.33
H -0.7579 -2.0936 5.2119 0.26
H -4.0126 -2.6869 0.4989 -0.11
H 2.6388 -5.0230 1.0799 0.44
H -0.1720 2.0689 1.4743 0.19
H 7.8565 -0.4107 -0.5457 0.42
H -0.4212 -0.6294 6.1558 0.28
H 6.4039 1.5236 -0.9684 0.45
H 2.8073 0.4311 3.9328 0.47
H 1.4415 1.7506 5.5221 0.26
H 1.8786 2.2707 -2.3347 0.51
H 4.3307 -3.5047 -7.0372 0.39
H -3.2031 1.4762 -2.8463 0.08
H 0.7404 -1.9624 6.1540 0.34
H -2.2029 1.3562 6.0518 0.26
H 1.0236 -0.9401 -0.0972 0.75
H 0.3513 3.1236 5.7722 0.31
H 3.2717 1.0148 2.3275 0.08
H -5.5465 2.6160 -1.5539 0.36
H -5.1199 -2.2719 -2.0236 0.32
H 1.9268 0.5210 -2.5507 0.28
H 3.9395 1.3289 -0.7952 0.34
H -3.4270 5.4001 4.8784 0.41
H 1.5204 2.1612 0.9519 0.11
H 0.9501 3.1527 2.3059 0.29
H 0.6556 2.0387 -5.9520 0.33
H 2.8241 2.1714 3.5937 0.29
H 2.4288 -2.6915 -5.6071 0.39
H 0.5982 -0.2111 -6.6187 0.65
H -3.3071 -3.7464 1.7738 0.37
H 4.3015 -3.8421 0.4939 0.21
H 4.7387 -1.8329 -7.4528 0.33
H 1.8388 -1.3819 2.7087 -0.12
H 0.2017 1.6718 6.7755 0.37
H 1.7655 1.7150 -4.6245 0.67
H 2.2446 -2.1155 -7.2790 0.39
H -1.6091 -5.2705 1.3380 0.57
H -2.5322 1.2897 4.3067 0.19
H 0.6785 -2.6016 3.2602 0.38
H 0.6693 -0.7883 -4.9373 0.42
H -5.8749 -0.9449 -3.9078 0.39
H 2.1768 -2.3231 4.1729 0.45
H 6.9094 -2.6125 0.0653 0.43
H -3.2994 -4.2825 0.0659 0.38
H -1.9475 5.6691 2.9127 0.39
H -2.3505 4.2912 0.8739 0.49
H -5.2424 3.7243 4.8378 0.39
H -2.0897 2.8266 5.0626 0.20
```

Summary:
2S+1 = 1
Kohn-Sham gap = 6.016 eV
E_HOMO = -6.2 eV
Total energy = -5966.66475 a.u.
Lowest unoccupied orbital energy = -0.007 hartree
Relative energy (zero: lowest compared OMol25 entry of this formula, charge and spin) = 0.0 kJ/mol


Entry 6:
Molecular formula: C3H9NOS2
Method: DFT, the ωB97M-V functional and the def2-TZVPD basis

The geometry in XYZ format:
```
16
Properties=species:S:1:pos:R:3:mulliken_charge:R:1
S -1.3902 1.5942 -0.1528 -0.20
S 1.8218 -0.0463 0.6215 0.57
O 2.1684 -1.0737 -0.2834 -0.51
N 2.3016 1.3728 -0.2594 -0.58
C -1.0613 -0.8423 1.2597 -1.13
C -0.4790 0.0258 0.1352 0.39
C -0.6203 -0.7855 -1.2018 -1.54
H -0.9615 2.1020 1.0557 0.12
H -2.1798 -0.7596 1.1791 0.37
H -0.8219 -1.9003 1.1073 0.34
H -0.7938 -0.5160 2.3259 0.33
H -0.5004 -0.1796 -2.0460 0.46
H 0.2287 -1.4957 -1.1568 0.40
H 1.9340 2.3357 0.0017 0.28
H -1.6362 -1.1695 -1.3227 0.40
H 1.9899 1.3381 -1.2633 0.29
```

Summary:
2S+1 = 1
Kohn-Sham gap = 8.539 eV
E_HOMO = -8.3 eV
Total energy = -1045.98191 a.u.
Lowest unoccupied orbital energy = 0.009 hartree
Relative energy (zero: lowest compared OMol25 entry of this formula, charge and spin) = 272.3 kJ/mol